Record 1
{
  "formula": "C5H9NO",
  "method": "the ωB97M-V functional and the def2-TZVPD basis",
  "multiplicity": 1,
  "homo_ha": -0.3441,
  "smiles": "C[C@H]1CN(C)C1=O",
  "e_tot_ev": -8868.2756,
  "gap_ev": 10.27,
  "largest_force_ev_per_a": 0.4,
  "de_lowest_ev": 0.937,
  "symbols": ["C", "C", "C", "N", "C", "C", "O", "H", "H", "H", "H", "H", "H", "H", "H", "H"],
  "coordinates": [[2.228, -0.285, 0.209], [1.023, 0.495, -0.286], [-0.095, -0.270, -1.044], [-1.037, 0.237, -0.050], [-2.383, -0.144, 0.286], [-0.077, 0.795, 0.747], [-0.133, 1.274, 1.856], [1.925, -1.195, 0.739], [2.815, 0.326, 0.901], [2.875, -0.574, -0.626], [1.330, 1.405, -0.812], [-0.296, 0.042, -2.075], [0.016, -1.363, -1.005], [-2.470, -0.144, 1.376], [-3.124, 0.551, -0.125], [-2.595, -1.150, -0.091]]
}

Record 2
{
  "formula": "C5H9NO",
  "method": "the ωB97M-V functional and the def2-TZVPD basis",
  "multiplicity": 1,
  "homo_ha": -0.3169,
  "e_tot_ev": -8865.3105,
  "gap_ev": 8.16,
  "largest_force_ev_per_a": 1.4,
  "de_lowest_ev": 3.902,
  "symbols": ["C", "O", "C", "C", "C", "C", "N", "H", "H", "H", "H", "H", "H", "H", "H", "H"],
  "coordinates": [[1.859, 0.844, -0.054], [0.738, 0.311, -0.841], [-0.194, -0.416, -0.374], [-1.390, -0.626, -1.235], [-0.102, -1.139, 0.918], [-0.406, 2.243, 0.965], [-1.393, 1.611, 0.827], [1.965, 1.871, -0.402], [1.644, 0.893, 1.012], [2.723, 0.228, -0.302], [-1.792, -1.640, -1.140], [-1.217, -0.370, -2.282], [-2.121, 0.080, -0.811], [-0.668, -0.522, 1.626], [0.929, -1.245, 1.258], [-0.575, -2.122, 0.836]]
}

Record 3
{
  "formula": "C5H9NO",
  "method": "the ωB97M-V functional and the def2-TZVPD basis",
  "multiplicity": 1,
  "homo_ha": -0.3387,
  "smiles": "CON=C=C(C)C",
  "e_tot_ev": -8864.4657,
  "gap_ev": 10.01,
  "largest_force_ev_per_a": 1.1,
  "de_lowest_ev": 4.747,
  "symbols": ["C", "O", "N", "C", "C", "C", "C", "H", "H", "H", "H", "H", "H", "H", "H", "H"],
  "coordinates": [[2.721, 1.128, -0.303], [1.336, 0.833, -0.119], [0.283, 1.857, 0.176], [-0.713, 1.095, 0.244], [-1.164, -0.154, 0.168], [-1.642, -0.726, -1.145], [-1.218, -1.033, 1.395], [3.234, 1.546, 0.574], [3.184, 0.137, -0.492], [2.959, 1.750, -1.178], [-1.165, -1.701, -1.339], [-1.393, -0.054, -1.970], [-2.727, -0.885, -1.124], [-2.258, -1.216, 1.692], [-0.684, -0.566, 2.226], [-0.751, -2.010, 1.194]]
}

Record 4
{
  "formula": "C5H9NO",
  "method": "the ωB97M-V functional and the def2-TZVPD basis",
  "multiplicity": 1,
  "homo_ha": -0.3034,
  "e_tot_ev": -8864.9521,
  "gap_ev": 9.36,
  "largest_force_ev_per_a": 1.7,
  "de_lowest_ev": 4.260,
  "symbols": ["C", "C", "N", "C", "C", "C", "O", "H", "H", "H", "H", "H", "H", "H", "H", "H"],
  "coordinates": [[0.109, -0.992, 2.323], [-0.943, -0.243, 1.506], [-0.321, 0.385, 0.339], [-0.504, -0.341, -0.734], [0.392, -0.085, -1.851], [0.377, 1.182, -2.578], [1.461, 0.868, -1.727], [-0.359, -1.599, 3.104], [0.835, -0.325, 2.807], [0.662, -1.660, 1.655], [-1.514, 0.460, 2.131], [0.368, 1.138, 0.427], [-1.522, -0.946, 0.863], [0.642, -0.995, -2.397], [0.594, 1.173, -3.643], [-0.278, 1.980, -2.226]]
}

Record 5
{
  "formula": "C5H9NO",
  "method": "the ωB97M-V functional and the def2-TZVPD basis",
  "multiplicity": 1,
  "homo_ha": -0.3439,
  "smiles": "C[C@H]1CN(C)C1=O",
  "e_tot_ev": -8868.2510,
  "gap_ev": 10.28,
  "largest_force_ev_per_a": 0.4,
  "de_lowest_ev": 0.962,
  "symbols": ["C", "C", "C", "N", "C", "C", "O", "H", "H", "H", "H", "H", "H", "H", "H", "H"],
  "coordinates": [[2.098, -0.395, 0.373], [1.070, 0.534, -0.256], [-0.029, -0.144, -1.114], [-1.009, 0.319, -0.133], [-2.328, -0.166, 0.183], [-0.081, 0.878, 0.706], [-0.190, 1.363, 1.808], [1.598, -1.252, 0.839], [2.658, 0.131, 1.151], [2.811, -0.778, -0.366], [1.539, 1.406, -0.723], [-0.177, 0.258, -2.123], [0.062, -1.238, -1.163], [-2.382, -0.418, 1.248], [-3.111, 0.571, -0.030], [-2.530, -1.068, -0.400]]
}

Record 6
{
  "formula": "C5H9NO",
  "method": "the ωB97M-V functional and the def2-TZVPD basis",
  "multiplicity": 1,
  "homo_ha": -0.3430,
  "smiles": "C[C@@]1(O)CN2C[C@H]21",
  "e_tot_ev": -8866.3696,
  "gap_ev": 10.36,
  "largest_force_ev_per_a": 0.4,
  "de_lowest_ev": 2.843,
  "symbols": ["C", "C", "O", "C", "N", "C", "C", "H", "H", "H", "H", "H", "H", "H", "H", "H"],
  "coordinates": [[1.305, -1.243, -0.153], [0.635, 0.072, 0.188], [1.631, 0.901, 0.755], [-0.105, 0.759, -0.968], [-1.264, 1.125, -0.092], [-1.890, -0.157, 0.222], [-0.680, 0.223, 0.968], [2.109, -1.470, 0.550], [1.757, -1.127, -1.144], [0.596, -2.074, -0.206], [1.272, 1.797, 0.816], [-0.394, 0.096, -1.792], [0.446, 1.613, -1.372], [-1.856, -0.949, -0.525], [-2.847, -0.053, 0.729], [-0.716, 0.486, 2.024]]
}

Record 7
{
  "formula": "C5H9NO",
  "method": "the ωB97M-V functional and the def2-TZVPD basis",
  "multiplicity": 1,
  "homo_ha": -0.3113,
  "smiles": "CC(=O)[C@@H]1CN1C",
  "e_tot_ev": -8866.4763,
  "gap_ev": 9.31,
  "largest_force_ev_per_a": 0.4,
  "de_lowest_ev": 2.736,
  "symbols": ["C", "C", "O", "C", "C", "N", "C", "H", "H", "H", "H", "H", "H", "H", "H", "H"],
  "coordinates": [[-1.378, 1.079, 1.007], [-1.442, -0.395, 0.668], [-2.430, -1.066, 0.879], [-0.197, -1.036, 0.111], [1.151, -0.616, 0.722], [0.756, -0.271, -0.564], [1.157, 0.229, -1.835], [-2.360, 1.530, 0.848], [-1.127, 1.177, 2.071], [-0.613, 1.598, 0.421], [-0.353, -2.089, -0.157], [1.863, -1.423, 0.914], [1.189, 0.193, 1.461], [2.228, 0.064, -2.003], [0.957, 1.308, -1.917], [0.599, -0.283, -2.625]]
}

Record 8
{
  "formula": "C5H9NO",
  "method": "the ωB97M-V functional and the def2-TZVPD basis",
  "multiplicity": 1,
  "homo_ha": -0.3529,
  "smiles": "CC1(C)COC=N1",
  "e_tot_ev": -8868.2905,
  "gap_ev": 10.55,
  "largest_force_ev_per_a": 0.4,
  "de_lowest_ev": 0.922,
  "symbols": ["C", "C", "C", "C", "O", "C", "N", "H", "H", "H", "H", "H", "H", "H", "H", "H"],
  "coordinates": [[0.993, 1.142, 0.688], [0.172, 0.105, -0.074], [1.078, -0.848, -0.858], [-0.808, -0.650, 0.867], [-2.091, -0.521, 0.231], [-1.889, 0.346, -0.786], [-0.726, 0.777, -1.032], [1.613, 1.714, -0.007], [1.649, 0.656, 1.420], [0.338, 1.843, 1.218], [1.576, -1.547, -0.180], [0.498, -1.427, -1.585], [1.849, -0.295, -1.403], [-0.587, -1.714, 0.976], [-0.878, -0.190, 1.859], [-2.787, 0.608, -1.334]]
}

Record 9
{
  "formula": "C5H9NO",
  "method": "the ωB97M-V functional and the def2-TZVPD basis",
  "multiplicity": 1,
  "homo_ha": [-0.3247, -0.3205],
  "e_tot_ev": -8863.7848,
  "gap_ev": [7.83, 7.12],
  "largest_force_ev_per_a": 1.8,
  "de_lowest_ev": 5.428,
  "symbols": ["C", "C", "C", "C", "C", "N", "O", "H", "H", "H", "H", "H", "H", "H", "H", "H"],
  "coordinates": [[-1.045, -1.107, -0.635], [0.174, -0.158, 1.131], [-0.471, 1.210, 1.142], [0.342, -1.145, -0.337], [1.162, -0.003, -1.242], [0.813, 0.969, -1.931], [1.049, -2.163, -0.114], [-0.182, 1.180, -1.961], [-1.551, -0.202, -0.947], [-1.591, -2.042, -0.693], [2.202, -0.317, -1.159], [-0.261, -0.843, 1.853], [1.234, -0.098, 1.376], [-0.264, 1.681, 2.108], [-0.057, 1.876, 0.385], [-1.553, 1.163, 1.025]]
}

Record 10
{
  "formula": "C5H9NO",
  "method": "the ωB97M-V functional and the def2-TZVPD basis",
  "multiplicity": 1,
  "homo_ha": -0.3807,
  "e_tot_ev": -8865.2322,
  "gap_ev": 11.19,
  "largest_force_ev_per_a": 2.1,
  "de_lowest_ev": 3.980,
  "symbols": ["C", "O", "C", "C", "C", "C", "N", "H", "H", "H", "H", "H", "H", "H", "H", "H"],
  "coordinates": [[2.665, 0.369, 0.125], [1.301, 0.665, 0.265], [0.504, -0.460, 0.494], [-0.961, 0.050, 0.541], [-1.858, 0.681, -1.019], [-1.930, -1.037, 0.519], [-2.824, -1.653, 0.112], [3.166, 1.316, -0.084], [2.841, -0.327, -0.710], [3.090, -0.070, 1.042], [0.843, -0.968, 1.432], [0.615, -1.221, -0.296], [-1.074, 0.645, 1.469], [-2.816, 0.751, -0.516], [-1.893, 1.489, -1.801], [-1.668, -0.229, -1.574]]
}

Record 11
{
  "formula": "C5H9NO",
  "method": "the ωB97M-V functional and the def2-TZVPD basis",
  "multiplicity": 1,
  "homo_ha": -0.3576,
  "smiles": "C[C@H]1N[C@H]1CC=O",
  "e_tot_ev": -8867.0047,
  "gap_ev": 10.72,
  "largest_force_ev_per_a": 1.2,
  "de_lowest_ev": 2.208,
  "symbols": ["C", "C", "N", "C", "C", "C", "O", "H", "H", "H", "H", "H", "H", "H", "H", "H"],
  "coordinates": [[1.394, -1.135, -0.164], [0.505, -0.362, -1.112], [-0.837, -0.903, -1.346], [-0.694, 0.394, -0.692], [-1.049, 0.490, 0.746], [-0.202, 1.374, 1.629], [0.750, 2.101, 1.474], [0.807, -1.658, 0.598], [1.951, -1.897, -0.719], [2.114, -0.478, 0.336], [1.027, 0.080, -1.959], [-1.125, -0.785, -2.312], [-0.944, 1.292, -1.252], [-0.994, -0.499, 1.230], [-2.088, 0.811, 0.927], [-0.613, 1.155, 2.620]]
}

Record 12
{
  "formula": "C5H9NO",
  "method": "the ωB97M-V functional and the def2-TZVPD basis",
  "multiplicity": 1,
  "homo_ha": [-0.2648, -0.2828],
  "e_tot_ev": -8864.3875,
  "gap_ev": [7.44, 7.88],
  "largest_force_ev_per_a": 3.9,
  "de_lowest_ev": 4.825,
  "symbols": ["C", "C", "C", "C", "C", "N", "O", "H", "H", "H", "H", "H", "H", "H", "H", "H"],
  "coordinates": [[2.740, -0.208, -0.259], [-0.791, -1.108, 0.945], [-0.850, -0.322, -0.288], [0.508, 0.218, -0.035], [-1.995, 0.574, -0.603], [1.506, -0.519, -0.390], [0.456, 1.425, 0.602], [3.498, -1.022, -0.450], [3.100, 0.813, -0.079], [-1.347, -0.816, 1.859], [-0.134, -1.970, 0.989], [-0.765, -0.940, -1.255], [-1.693, 1.317, -1.347], [-2.615, 1.164, 0.231], [-2.758, -0.121, -1.106], [1.139, 1.516, 1.187]]
}

Record 13
{
  "formula": "C5H9NO",
  "method": "the ωB97M-V functional and the def2-TZVPD basis",
  "multiplicity": 1,
  "homo_ha": -0.3431,
  "smiles": "CC/N=C\\CC=O",
  "e_tot_ev": -8867.2599,
  "gap_ev": 10.04,
  "largest_force_ev_per_a": 0.6,
  "de_lowest_ev": 1.953,
  "symbols": ["C", "C", "N", "C", "C", "C", "O", "H", "H", "H", "H", "H", "H", "H", "H", "H"],
  "coordinates": [[-1.755, 0.514, 1.279], [-1.436, -0.014, -0.124], [-0.676, 0.882, -0.991], [0.584, 0.837, -1.087], [1.620, 0.091, -0.260], [1.793, -1.397, -0.481], [0.973, -2.138, -0.962], [-1.981, 1.584, 1.276], [-2.639, -0.011, 1.658], [-0.943, 0.333, 1.992], [-0.956, -0.996, -0.054], [-2.387, -0.156, -0.647], [1.021, 1.478, -1.859], [1.413, 0.221, 0.812], [2.598, 0.560, -0.428], [2.772, -1.787, -0.124]]
}

Record 14
{
  "formula": "C5H9NO",
  "method": "the ωB97M-V functional and the def2-TZVPD basis",
  "multiplicity": 1,
  "homo_ha": [-0.2784, -0.3077],
  "e_tot_ev": -8863.9241,
  "gap_ev": [7.28, 8.58],
  "largest_force_ev_per_a": 1.8,
  "de_lowest_ev": 5.289,
  "symbols": ["C", "C", "C", "O", "C", "C", "N", "H", "H", "H", "H", "H", "H", "H", "H", "H"],
  "coordinates": [[2.006, 0.165, -0.181], [0.707, 0.030, 0.638], [-0.450, -0.481, -0.192], [-0.330, -1.791, -0.495], [-1.942, -0.180, -0.139], [-2.128, 1.155, 0.400], [-1.328, 2.021, 0.044], [1.891, 0.923, -0.964], [2.824, 0.471, 0.480], [2.303, -0.775, -0.665], [0.460, 0.996, 1.080], [0.880, -0.692, 1.461], [-0.593, 1.455, -0.616], [0.455, -2.176, -0.070], [-2.453, -0.981, 0.413], [-2.301, -0.139, -1.194]]
}

Record 15
{
  "formula": "C5H9NO",
  "method": "the ωB97M-V functional and the def2-TZVPD basis",
  "multiplicity": 1,
  "homo_ha": -0.2872,
  "e_tot_ev": -8862.8138,
  "gap_ev": 8.73,
  "largest_force_ev_per_a": 0.9,
  "de_lowest_ev": 6.399,
  "symbols": ["C", "C", "N", "C", "C", "C", "O", "H", "H", "H", "H", "H", "H", "H", "H", "H"],
  "coordinates": [[1.573, -1.615, -0.232], [-0.566, -1.194, 1.041], [0.624, -0.536, -0.071], [-0.157, 0.208, 0.946], [-1.151, 1.060, 0.154], [-0.739, 2.129, -0.753], [-1.188, 0.871, -1.260], [1.841, -2.086, 0.713], [2.438, -1.249, -0.784], [1.031, -2.358, -0.833], [0.152, -1.605, 1.801], [0.251, -0.284, -0.977], [0.396, 0.774, 1.698], [-2.139, 1.074, 0.606], [-1.409, 2.962, -0.953], [0.324, 2.327, -0.893]]
}